Record 1
Formula: C39H35N2O3P2RuS2
Source: the OMol25 dataset
Level of theory: ωB97M-V with the def2-TZVPD basis set

```
84
Properties=species:S:1:pos:R:3
Ru 0.2611 -0.7151 -0.4256
O 2.5601 -3.9940 -0.3917
S 2.0593 -2.7385 0.0216
O 0.5637 -2.7117 0.2498
O 2.2848 -1.5786 -0.8902
C 2.7499 -2.2549 1.5826
C 3.9088 -2.8835 1.9927
C 4.5304 -2.4471 3.1581
C 3.9860 -1.3992 3.8823
C 2.8073 -0.7851 3.4758
C 2.1636 -1.2224 2.3189
P 0.5284 -0.5289 1.9072
C -0.7215 -1.5766 2.6860
C -0.5172 -2.0031 3.9975
C -1.4520 -2.8291 4.5996
C -2.5869 -3.2244 3.9054
C -2.8014 -2.7825 2.6064
C -1.8720 -1.9617 1.9943
C 0.4820 1.0853 2.6870
C -0.5506 1.4439 3.5536
C -0.5209 2.6876 4.1666
C 0.5192 3.5705 3.9064
C 1.5447 3.2156 3.0358
C 1.5242 1.9807 2.4163
H 4.3146 -3.6963 1.4047
H 5.4441 -2.9219 3.4880
H 4.4806 -1.0463 4.7773
H 2.3933 0.0218 4.0653
H 0.3671 -1.6928 4.5414
H -1.2916 -3.1666 5.6146
H -3.3063 -3.8788 4.3787
H -3.6951 -3.0792 2.0731
H -2.0350 -1.6210 0.9793
H -1.3556 0.7507 3.7630
H -1.3040 2.9612 4.8609
H 0.5340 4.5375 4.3920
H 2.3587 3.9030 2.8466
H 2.3318 1.6841 1.7538
C 0.5877 5.8910 -0.0474
C -0.2767 5.1154 0.7186
C -0.4241 3.7710 0.4385
C 0.3105 3.2005 -0.6059
C 1.1958 3.9703 -1.3622
C 1.3266 5.3193 -1.0751
P -0.1407 1.5238 -1.0825
C 0.8995 1.0075 -2.4690
C 2.2966 1.0368 -2.2569
C 3.1492 0.6829 -3.2803
C 2.6217 0.2670 -4.5003
C 1.2411 0.2305 -4.7145
C 0.3739 0.5857 -3.7047
C -1.9031 1.6613 -1.4442
C -2.7923 1.0413 -0.5605
C -4.1562 1.1623 -0.7615
C -4.6301 1.8996 -1.8386
C -3.7441 2.5353 -2.7015
C -2.3769 2.4355 -2.5013
H 0.6689 6.9519 0.1488
H -0.8402 5.5636 1.5258
H -1.1148 3.1607 1.0111
H 1.7563 3.5346 -2.1782
H 2.0037 5.9276 -1.6591
H 2.6923 1.3534 -1.2982
H 4.2205 0.7265 -3.1406
H 3.2933 -0.0297 -5.2957
H 0.8578 -0.0615 -5.6830
H -0.6958 0.5939 -3.8639
H -2.4038 0.4908 0.2916
H -4.8498 0.6923 -0.0768
H -5.6963 1.9980 -1.9925
H -4.1225 3.1288 -3.5230
H -1.6867 2.9655 -3.1478
S -1.4969 -1.5622 -1.9544
C -1.4084 -3.0360 -2.8620
N -1.7595 -3.0747 -4.1347
C -1.7987 -4.4530 -4.6528
C -1.3541 -5.2775 -3.4245
N -1.1333 -4.2381 -2.4046
H -2.1034 -2.2795 -4.6463
H -1.1161 -4.5546 -5.4943
H -2.8016 -4.7066 -4.9901
H -0.4394 -5.8376 -3.6070
H -2.1227 -5.9742 -3.0953
H -0.7947 -4.4422 -1.4780
```

Computed properties:
spin multiplicity	5
LUMO level (spin up / spin down)	-9.881 / -11.357	eV
Kohn-Sham gap (spin up / spin down)	6.74 / 5.26	eV
⟨S²⟩	6.037
strongest force on any atom	0.047	Eh/bohr
relative energy (zero: lowest compared OMol25 entry of this formula, charge and spin)	0.0	kJ/mol
charge	+3

***

Record 2
Formula: C39H35N7O2PSTl
Source: the OMol25 dataset
Level of theory: ωB97M-V with the def2-TZVPD basis set

```
86
Properties=species:S:1:pos:R:3
Tl -0.0078 -0.2867 0.5821
O -2.2429 -1.7682 2.9556
C -2.0000 -1.4135 1.7877
N -1.2812 -2.0528 0.8241
C -1.3750 -3.4008 0.9141
C -2.0820 -4.4132 1.5305
C -1.7556 -5.7297 1.1873
C -0.7450 -5.9849 0.2411
C -0.0559 -4.9237 -0.3539
C -0.4084 -3.6454 0.0299
N -0.1113 -2.3438 -0.1921
C 0.5842 -2.1876 -1.3514
O 0.3068 -2.6327 -2.4787
C 1.8702 -1.4172 -1.2719
C 2.8051 -1.5944 -2.2951
C 4.0157 -0.9056 -2.2467
C 4.2624 -0.0544 -1.1784
C 3.2820 0.0712 -0.2080
N 2.1062 -0.5790 -0.2371
C -2.6536 -0.1241 1.3917
C -3.9144 0.1442 1.9295
C -4.5386 1.3552 1.6393
C -3.8878 2.2668 0.8188
C -2.6343 1.9285 0.3337
N -2.0027 0.7762 0.6155
H -2.8557 -4.1791 2.2474
H -2.2895 -6.5487 1.6496
H -0.4996 -7.0018 -0.0336
H 0.7171 -5.0765 -1.0927
H 2.5801 -2.2766 -3.1074
H 4.7491 -1.0443 -3.0320
H 5.1907 0.4945 -1.0971
H 3.4128 0.7168 0.6536
H -4.3845 -0.5981 2.5652
H -5.5173 1.5716 2.0501
H -4.3400 3.2148 0.5605
H -2.0775 2.5950 -0.3159
N -0.5785 1.4827 1.6009
C -0.8219 2.6160 0.7908
C -1.2265 3.8097 1.4062
C -1.5024 4.9447 0.6446
C -1.3798 4.8966 -0.7396
C -0.9727 3.7154 -1.3634
C -0.6743 2.5607 -0.6152
P -0.1451 1.0084 -1.4282
C -1.4267 0.8430 -2.7194
C -2.6935 0.3779 -2.3203
C -3.7300 0.2124 -3.2429
C -3.5177 0.5067 -4.5858
C -2.2734 0.9721 -5.0018
C -1.2383 1.1428 -4.0758
C 1.4004 1.3831 -2.3074
C 2.1389 2.5607 -2.1271
C 3.3427 2.7729 -2.8089
C 3.8434 1.7986 -3.6679
C 3.1466 0.6078 -3.8381
C 1.9429 0.4002 -3.1581
H -1.3903 1.2830 2.2032
H 0.1148 1.6909 2.3342
H -1.3371 3.8612 2.4858
H -1.8198 5.8630 1.1312
H -1.6022 5.7756 -1.3389
H -0.8861 3.7066 -2.4479
H -2.8852 0.1411 -1.2746
H -4.6996 -0.1465 -2.9087
H -4.3205 0.3757 -5.3060
H -2.1037 1.2058 -6.0497
H -0.2878 1.5219 -4.4407
H 1.8026 3.3342 -1.4418
H 3.8929 3.6976 -2.6566
H 4.7814 1.9623 -4.1914
H 3.5390 -0.1662 -4.4925
H 1.4261 -0.5481 -3.2992
S 1.0874 -0.7731 2.7644
C 1.8110 -1.0945 4.2062
N 1.6901 -2.2637 4.9226
C 2.4555 -2.2166 6.1421
C 3.1019 -0.8320 6.1263
N 2.6387 -0.2393 4.8979
H 1.1259 -3.0405 4.6008
H 3.1962 -3.0210 6.1310
H 1.7822 -2.3513 6.9932
H 4.1940 -0.8834 6.1099
H 2.7775 -0.2126 6.9672
H 2.8698 0.6854 4.5562
H 1.1895 1.1202 0.8183
```

Computed properties:
LUMO level (spin up / spin down)	-0.253 / -0.251	eV
Kohn-Sham gap (spin up / spin down)	4.78 / 4.80	eV
strongest force on any atom	0.306	Eh/bohr
relative energy (zero: lowest compared OMol25 entry of this formula, charge and spin)	0.0	kJ/mol
charge	0

***

Record 3
Formula: C39H36CdN5O6S
Source: the OMol25 dataset
Level of theory: ωB97M-V with the def2-TZVPD basis set

```
88
Properties=species:S:1:pos:R:3
Cd 0.3178 0.4248 -0.0046
O -3.8549 -2.4315 2.6639
C -4.2810 -2.4446 1.3903
C -5.5691 -2.9269 1.1455
C -6.0730 -2.9649 -0.1397
C -5.3043 -2.5253 -1.2141
C -4.0280 -2.0520 -0.9760
C -3.4936 -2.0025 0.3107
C -2.1083 -1.4722 0.4681
O -1.4545 -1.1442 -0.5456
N -1.6721 -1.4025 1.7442
N -0.4363 -0.8729 1.8134
C 0.2633 -1.0114 2.8665
C 1.6523 -0.5306 2.8665
C 2.4732 -0.7125 3.9737
C 3.8073 -0.3523 3.8815
C 4.2841 0.1803 2.6956
C 3.3908 0.3519 1.6476
N 2.1130 0.0079 1.7339
H -2.9253 -2.0661 2.6409
H -6.1528 -3.2640 1.9924
H -7.0758 -3.3400 -0.3072
H -5.6994 -2.5509 -2.2211
H -3.4003 -1.6987 -1.7834
H -0.1124 -1.5541 3.7334
H 2.0695 -1.1496 4.8782
H 4.4713 -0.5014 4.7238
H 5.3225 0.4534 2.5726
H 3.7081 0.7678 0.6970
C -3.5343 4.7748 1.6344
C -2.2036 5.5112 1.5441
N -1.0430 4.6632 1.8059
C -0.4251 4.7378 3.1209
C -1.0447 3.7816 4.1318
C -0.6284 3.7869 0.8590
S 0.6896 2.7441 1.2294
N -1.2483 3.9046 -0.3131
C -1.4202 2.9129 -1.1872
O -1.3520 1.6888 -0.9724
C -1.8216 3.3490 -2.5712
C -2.1015 2.3727 -3.5215
C -2.4682 2.7353 -4.8086
C -2.5515 4.0770 -5.1565
C -2.2670 5.0548 -4.2121
C -1.9046 4.6917 -2.9237
H -4.3579 5.4582 1.4176
H -3.6913 4.3550 2.6285
H -3.5622 3.9648 0.9071
H -2.1725 6.3247 2.2709
H -2.0961 5.9413 0.5487
H -0.5191 5.7705 3.4643
H 0.6353 4.5211 3.0130
H -2.0952 4.0149 4.3118
H -0.5152 3.8453 5.0848
H -0.9705 2.7580 3.7638
H -2.0219 1.3347 -3.2269
H -2.6857 1.9702 -5.5432
H -2.8352 4.3605 -6.1628
H -2.3268 6.1023 -4.4813
H -1.6806 5.4389 -2.1744
O 1.1284 -2.1811 -0.5031
C 2.3861 -2.1404 -1.1600
C 2.7316 -0.6835 -1.6302
O 3.8689 -0.4827 -2.0449
O 1.7894 0.1681 -1.5915
C 2.3364 -3.0789 -2.3702
C 2.0613 -4.4257 -2.1370
C 1.9397 -5.3181 -3.1882
C 2.0914 -4.8750 -4.4969
C 2.3620 -3.5378 -4.7370
C 2.4836 -2.6414 -3.6805
C 3.4152 -2.6477 -0.1532
C 4.7710 -2.6862 -0.4777
C 5.6982 -3.1652 0.4345
C 5.2912 -3.6257 1.6808
C 3.9436 -3.6065 2.0014
C 3.0115 -3.1233 1.0903
H 0.4051 -2.0579 -1.1327
H 1.9395 -4.7667 -1.1158
H 1.7254 -6.3608 -2.9882
H 1.9963 -5.5696 -5.3224
H 2.4792 -3.1816 -5.7530
H 2.7094 -1.6027 -3.8794
H 5.0872 -2.3173 -1.4426
H 6.7481 -3.1807 0.1674
H 6.0198 -3.9993 2.3903
H 3.6066 -3.9647 2.9671
H 1.9609 -3.1096 1.3431
```

Computed properties:
LUMO level	2.222	eV
Kohn-Sham gap	7.88	eV
strongest force on any atom	0.003	Eh/bohr
relative energy (zero: lowest compared OMol25 entry of this formula, charge and spin)	18.3	kJ/mol
charge	-1

***

Question: What is the formula in the first record?
Answer: C39H35N2O3P2RuS2